Below is a molecular structure, C61H68BrClIN4O4S3Tl in a non-equilibrium geometry, with properties calculated with ωB97M-V with the def2-TZVPD basis set.

Computed properties:
charge	-2
HOMO (alpha / beta)	0.319 / 0.349	eV
DFT total energy	-206378.151	eV
LUMO level (alpha / beta)	3.31 / 3.31	eV

Last column: Mulliken charge in e.
Element x y z (Å)
Tl1 0.08140 0.31250 0.18270  1.466
C1 -4.27000 3.62410 -0.60470  -1.557
C2 -3.34310 3.64470 0.62130  0.693
C3 -1.92520 3.75710 0.06080  -0.789
C4 -3.61240 2.52010 1.62700  0.686
C5 -4.94810 2.22020 1.84800  -0.767
C6 -5.36490 1.33920 2.82840  -1.101
C7 -4.42080 0.83370 3.69370  -0.745
C8 -3.06990 1.11820 3.55180  0.433
C9 -2.22290 0.55980 4.69320  0.368
C10 -2.07440 -0.95990 4.55350  -1.246
C11 -0.84290 1.15460 4.92630  -1.390
C12 -2.62580 1.89500 2.44760  -0.424
N1 -1.28340 1.93720 2.15580  1.741
C13 -0.46350 2.90020 2.55060  -1.352
C14 0.96290 2.86810 2.37550  -0.213
N2 1.62490 1.87290 1.80160  0.659
C15 2.99360 1.73970 1.89920  -1.369
C16 3.82120 2.03300 0.79940  0.887
C17 5.19180 1.88190 0.90780  -0.131
C18 5.77130 1.41600 2.07310  -1.452
C19 4.95920 1.06910 3.13600  -0.479
C20 3.58540 1.21380 3.06860  1.144
C21 2.71880 0.80060 4.23270  2.081
C22 3.14660 -0.53480 4.84560  -1.917
C23 2.69270 1.88250 5.31360  -1.415
C24 3.21800 2.53340 -0.48870  2.561
C25 3.60600 1.62910 -1.65820  -1.274
C26 3.61890 3.99400 -0.71210  -1.889
C27 1.50780 4.09670 2.92670  -0.381
C28 2.76570 4.66570 3.02220  0.275
C29 2.89170 5.91980 3.63410  -1.180
C30 1.82230 6.61820 4.15090  -1.118
C31 0.51970 6.07150 4.07000  1.136
C32 -0.68990 6.63470 4.54490  -1.100
C33 -1.87450 5.94860 4.38290  -0.993
C34 -1.95690 4.70020 3.75060  -0.036
C35 -0.79760 4.12660 3.25880  0.516
C36 0.41580 4.83310 3.44840  -0.536
H1 -4.05640 4.49640 -1.22050  0.536
H2 -5.32680 3.65550 -0.36430  0.488
H3 -4.08120 2.73750 -1.20050  0.049
H4 -3.55090 4.57390 1.17840  0.282
H5 -1.52880 2.77730 -0.20180  -0.498
H6 -1.24050 4.22830 0.75920  -0.281
H7 -1.95590 4.37640 -0.83670  0.972
H8 -5.71260 2.71590 1.27000  0.156
H9 -6.41400 1.09590 2.94370  0.341
H10 -4.74390 0.22440 4.53150  0.337
H11 -2.80930 0.74510 5.60870  0.627
H12 -1.55930 -1.19170 3.62730  -0.294
H13 -3.04900 -1.44600 4.53220  0.451
H14 -1.49370 -1.36660 5.38460  0.602
H15 -0.18630 0.91370 4.10090  -0.404
H16 -0.42460 0.72530 5.83770  0.635
H17 -0.87620 2.23440 5.03650  0.392
H18 5.82510 2.14160 0.07090  0.279
H19 6.84450 1.30370 2.14720  0.314
H20 5.40920 0.68460 4.04210  0.202
H21 1.71080 0.67160 3.83390  -1.384
H22 4.06690 -0.43500 5.41990  0.474
H23 3.30710 -1.28080 4.07140  0.367
H24 2.36740 -0.89790 5.51600  0.335
H25 3.70250 2.08960 5.66450  0.343
H26 2.09060 1.55840 6.16020  0.465
H27 2.26790 2.80140 4.92300  0.118
H28 2.12700 2.48510 -0.39020  -1.007
H29 4.68370 1.59360 -1.80880  0.353
H30 3.13420 1.96230 -2.57910  0.351
H31 3.24930 0.62250 -1.45740  -0.129
H32 4.70230 4.10800 -0.73360  0.428
H33 3.22050 4.60850 0.09370  0.272
H34 3.21990 4.36700 -1.65300  0.529
H35 3.64720 4.16480 2.65230  0.633
H36 3.88030 6.35720 3.70890  0.428
H37 1.96860 7.58290 4.61980  0.330
H38 -0.68140 7.60640 5.02470  0.326
H39 -2.78970 6.39500 4.75730  0.401
H40 -2.91710 4.21130 3.66680  0.483
C37 -1.32500 -3.47750 -4.71510  -0.626
C38 -2.26930 -3.51470 -3.52940  -0.947
S1 -1.56830 -3.03880 -1.91300  0.441
C39 -0.35310 -4.35190 -1.56470  -0.980
C40 1.01960 -4.11790 -2.17900  -0.975
S2 1.67520 -2.44900 -1.79140  0.309
C41 1.65150 -1.43840 -3.33440  1.052
C42 1.16610 -1.97720 -4.65840  -1.089
S3 -0.62190 -1.81090 -5.03220  -0.071
H41 -1.88430 -3.73680 -5.61760  0.459
H42 -0.50730 -4.18360 -4.60820  0.229
H43 -2.72390 -4.50580 -3.43950  0.438
H44 -3.04930 -2.76850 -3.67740  0.279
H45 -0.77250 -5.31360 -1.87380  0.559
H46 -0.25790 -4.33510 -0.47760  0.170
H47 1.01650 -4.23830 -3.25690  0.211
H48 1.72930 -4.83410 -1.75490  0.511
H49 2.70100 -1.16130 -3.45280  0.467
H50 1.08510 -0.53500 -3.06980  -1.188
H51 1.45460 -3.00880 -4.86810  0.563
H52 1.61150 -1.34250 -5.42710  0.406
O1 -6.33870 -1.92340 1.75400  -0.601
C43 -5.03110 -1.76060 1.37750  0.584
C44 -3.97570 -2.43940 2.00060  -0.417
C45 -2.69330 -2.22810 1.55110  -0.813
N3 -2.38160 -1.40190 0.55080  0.595
C46 -3.40590 -0.80270 -0.05350  0.196
Br1 -2.95340 0.20800 -1.58970  -0.180
C47 -4.72890 -0.93410 0.29630  -0.793
H53 -6.35980 -2.44260 2.56570  0.300
H54 -4.18270 -3.11590 2.81940  0.299
H55 -1.86050 -2.75990 1.99120  0.201
H56 -5.51570 -0.42090 -0.22690  0.475
I1 4.54990 -1.70040 0.27670  0.077
C48 2.97160 -2.29770 1.55300  -0.703
C49 3.17380 -3.41360 2.32800  -0.568
C50 2.12900 -3.83730 3.15680  -1.152
C51 0.95950 -3.06910 3.16390  -0.456
C52 0.89510 -1.94490 2.37990  1.521
N4 1.87980 -1.55360 1.55180  1.075
H57 4.10760 -3.95250 2.29140  0.516
H58 2.23170 -4.71630 3.77520  0.408
H59 0.11760 -3.36250 3.77370  0.511
H60 0.03820 -1.28780 2.39000  -1.371
C53 -0.27340 6.77920 -4.86800  -1.489
C54 -1.39070 5.80000 -4.66680  1.123
C55 -2.66660 6.04730 -5.12960  -0.843
C56 -3.67180 5.11970 -4.90720  0.361
Cl1 -5.27470 5.47420 -5.47780  -0.298
C57 -3.42560 3.92920 -4.25360  -1.119
C58 -2.14940 3.66940 -3.78470  -0.233
C59 -1.12660 4.60180 -3.97110  0.623
O2 0.12330 4.48450 -3.50640  -0.744
C60 0.41420 3.41530 -2.62310  2.073
C61 0.57270 1.98400 -3.24420  0.236
O3 0.83210 1.87030 -4.43630  -0.842
O4 0.44030 1.08250 -2.38380  -0.398
H61 -0.61610 7.65930 -5.40650  0.379
H62 0.54160 6.31470 -5.42120  0.319
H63 0.13950 7.09030 -3.90930  0.289
H64 -2.89120 6.96220 -5.65780  0.336
H65 -4.21480 3.20720 -4.10310  0.445
H66 -1.96280 2.72920 -3.28930  0.319
H67 -0.33160 3.34320 -1.83250  -0.487
H68 1.36760 3.68200 -2.17140  -1.066